No. 1
Below is C7H5NO2 in the gas phase in a non-equilibrium geometry, with properties calculated with ωB97M-V with the def2-TZVPD basis set.

Summary:
HOMO-LUMO gap (alpha / beta), hartree: 0.25039 / 0.25034
E_HOMO (alpha / beta), eV: -8.79 / -8.79
Calculated total energy, eV: -12915.5000
ΔE to the lowest compared entry with this formula, charge and spin, kcal/mol: 202.67
Molar mass, Da: 135.12

Geometry (Å):
O (0.364, 1.144, 2.369)
C (0.823, -0.230, -0.154)
C (0.649, -0.350, -1.611)
O (-1.178, 2.328, 1.448)
H (-2.228, 1.018, -0.824)
C (-1.232, 0.829, -0.867)
N (-0.357, 1.417, 1.435)
H (0.544, -1.411, 1.705)
C (0.261, -0.212, -3.008)
H (1.912, 0.102, 0.032)
C (0.568, -1.513, 0.626)
C (-0.251, 0.697, 0.200)
H (1.193, -2.311, 0.334)
H (-0.447, -1.813, 0.318)
C (-0.621, 0.306, -2.003)

---

No. 2
Below is 24 unconnected molecules or ions with the total composition C14H76O24 in a non-equilibrium geometry, with properties calculated with ωB97M-V with the def2-TZVPD basis set.

Summary:
HOMO-LUMO gap, hartree: 0.34617
E_HOMO, eV: -9.39
Calculated total energy, eV: -64891.9609
Molar mass, Da: 628.74

Geometry (Å):
H (-3.510, -2.981, 26.457)
H (-7.239, -4.488, 21.179)
H (-6.004, -5.287, 24.931)
H (-2.277, 0.841, 19.903)
H (-2.961, -8.222, 17.192)
O (-6.089, -5.300, 25.884)
C (-1.232, -4.109, 22.835)
H (-2.360, -2.539, 16.748)
H (-3.070, 0.340, 21.091)
C (-7.241, -2.557, 16.568)
H (-9.968, -2.112, 27.051)
C (-7.416, -5.490, 21.569)
H (-1.182, -6.948, 18.193)
H (-1.547, 2.329, 22.838)
C (-2.412, -6.366, 19.862)
H (-8.801, -0.664, 21.422)
O (-5.232, -1.796, 21.247)
C (-3.276, -4.221, 27.906)
H (-5.235, -4.330, 15.344)
H (-8.787, 1.816, 20.946)
C (-2.250, -6.781, 18.334)
H (-2.676, -6.011, 17.691)
H (-7.708, 2.958, 22.308)
O (-5.597, -2.648, 23.964)
H (-0.621, -1.133, 23.170)
H (-5.485, -2.250, 22.051)
O (-1.615, -2.402, 19.612)
O (-2.864, -8.042, 18.130)
H (-7.301, -6.733, 23.266)
H (-8.860, -2.122, 24.138)
H (-1.018, -3.883, 23.880)
C (-8.212, 1.313, 21.723)
H (-3.411, -6.194, 20.262)
H (-3.230, -3.441, 28.667)
H (-6.751, -3.123, 17.360)
O (-0.443, -3.338, 21.881)
H (-3.237, -4.539, 23.166)
H (-3.071, -3.843, 21.550)
H (-7.727, -5.118, 23.718)
H (-4.767, 1.499, 21.726)
H (-1.701, -0.347, 22.456)
H (-5.062, -0.895, 21.524)
O (-3.830, 3.171, 25.025)
H (-1.896, -5.431, 20.076)
H (-1.862, -1.477, 19.626)
O (-5.734, -5.338, 23.251)
H (-5.277, -4.907, 26.203)
H (-9.198, -3.564, 25.035)
H (-4.613, 2.675, 24.787)
H (-5.560, -3.574, 23.723)
O (-4.382, -3.887, 19.180)
H (-5.844, -6.866, 18.729)
H (-11.144, -2.079, 25.726)
H (-4.731, -2.460, 24.325)
O (-5.969, -6.059, 18.230)
H (-4.643, -0.909, 17.927)
H (-6.932, -6.248, 20.954)
H (-9.948, -0.810, 25.896)
C (-2.738, -3.763, 22.585)
H (-4.965, 0.722, 23.011)
H (-10.079, 0.236, 22.296)
H (-7.290, 1.017, 21.224)
H (-6.809, 1.599, 24.182)
O (-5.219, 3.292, 20.911)
H (-3.029, -2.766, 22.916)
O (-3.855, -3.843, 26.702)
C (-7.086, -5.688, 23.045)
C (-4.023, -5.354, 28.631)
H (-4.845, -3.399, 19.861)
O (-5.409, -3.393, 15.224)
H (-3.572, -3.397, 19.043)
H (-5.470, -5.399, 18.712)
H (-5.310, -6.059, 22.780)
H (0.459, -3.456, 22.187)
H (-5.302, -1.007, 19.287)
O (-7.698, -2.358, 25.772)
O (-4.482, 0.708, 22.185)
H (-6.123, 0.969, 25.375)
H (-3.778, -2.401, 16.237)
H (-3.278, -5.954, 29.154)
C (-10.105, -1.884, 25.994)
H (-2.165, -1.083, 26.277)
H (-8.326, -2.660, 16.582)
H (-8.716, -0.226, 23.167)
H (-3.141, 2.814, 24.464)
O (-5.111, -0.390, 18.581)
H (-5.735, 1.223, 18.664)
H (-1.047, -5.173, 22.692)
H (-4.867, -5.096, 29.272)
H (-4.394, -6.018, 27.851)
H (-2.247, -4.522, 27.709)
O (-2.187, 0.354, 20.721)
H (-6.934, -1.511, 16.547)
H (-7.030, 1.951, 18.376)
O (-3.145, -1.998, 16.831)
H (-8.481, -5.712, 21.501)
H (-7.327, -4.205, 15.148)
C (-8.956, -2.507, 25.153)
O (-1.424, -0.635, 23.326)
O (-1.575, 2.199, 23.786)
H (-7.075, -2.713, 25.133)
H (-5.779, 4.038, 21.126)
O (-2.757, -1.596, 25.727)
H (-2.554, -1.319, 24.833)
O (-6.126, 2.096, 18.656)
H (-1.527, 1.250, 23.900)
C (-6.796, -3.258, 15.245)
C (-9.005, 0.103, 22.169)
H (-1.117, -2.530, 20.419)
H (-2.049, -7.185, 20.484)
O (-5.970, 1.238, 24.469)
O (-8.001, 2.176, 22.781)
H (-5.633, 2.894, 20.145)
H (-7.124, -2.680, 14.382)

---

No. 3
Below is 2 unconnected molecules or ions with the total composition C4H10O2 in a non-equilibrium geometry, with properties calculated with ωB97M-V with the def2-TZVPD basis set.

Summary:
HOMO-LUMO gap, hartree: 0.32261
E_HOMO, eV: -7.99
Calculated total energy, eV: -8403.5516
ΔE to the lowest compared entry with this formula, charge and spin, kcal/mol: 46.02
Molar mass, Da: 90.12

Geometry (Å):
C (-0.641, -0.139, 0.521)
H (-0.440, -1.249, -1.325)
C (-0.849, 0.654, 2.867)
C (-0.066, 0.453, 1.588)
O (0.364, -1.320, -4.566)
H (-0.210, 1.035, 3.681)
H (0.827, 0.040, -1.240)
C (-0.156, -0.276, -0.915)
H (-1.351, -0.236, 3.229)
H (1.475, 1.456, 2.297)
O (1.157, 1.011, 1.489)
H (0.397, -1.936, -5.305)
H (-1.223, -1.027, 0.766)
H (-1.444, 1.556, 2.682)
H (-0.930, 0.332, -1.410)
H (0.508, -1.938, -3.823)